Record 1
The following is a quantum chemistry calculation of 11 unconnected molecules or ions with the total composition C5H32N10O11 in a non-equilibrium geometry, from the OMol25 dataset.

Summary:
LUMO level ... 0.05 eV
HOMO-LUMO gap ... 9.07 eV
E ... -43132.74667 eV

Atoms and positions in Å:
O (-19.93, -16.64, -0.25)
O (-23.31, -19.19, 5.48)
O (-24.40, -18.42, 2.90)
O (-23.33, -15.82, 3.01)
O (-25.60, -19.79, 0.48)
O (-24.70, -21.93, 2.17)
O (-26.79, -17.36, 3.61)
O (-22.89, -19.88, 1.11)
O (-26.28, -21.19, 5.15)
O (-19.82, -22.26, 3.64)
O (-25.54, -17.28, 0.24)
N (-25.64, -15.22, 1.21)
N (-23.25, -18.01, 7.45)
N (-21.38, -20.65, 4.15)
N (-24.85, -19.62, 7.07)
N (-21.13, -21.32, 0.92)
N (-27.33, -15.98, -0.17)
N (-21.99, -22.48, 2.95)
N (-22.20, -16.56, -0.27)
N (-20.97, -19.16, 0.20)
N (-21.09, -17.12, 1.67)
C (-20.99, -16.75, 0.36)
C (-23.81, -18.91, 6.57)
C (-21.74, -20.15, 0.71)
C (-26.12, -16.20, 0.42)
C (-20.95, -21.80, 3.52)
H (-24.78, -15.37, 1.71)
H (-24.22, -18.99, 3.68)
H (-26.03, -14.30, 1.24)
H (-23.85, -17.82, 8.24)
H (-23.94, -18.85, 2.15)
H (-24.63, -19.85, 0.39)
H (-22.19, -15.90, -1.02)
H (-21.60, -22.00, 1.51)
H (-20.18, -17.21, 2.10)
H (-26.85, -21.96, 5.08)
H (-24.95, -22.67, 1.61)
H (-22.30, -20.35, 3.92)
H (-25.91, -17.66, 3.26)
H (-25.80, -21.17, 4.30)
H (-21.92, -23.46, 2.74)
H (-21.47, -18.29, 0.13)
H (-25.14, -20.47, 6.61)
H (-27.73, -15.05, -0.15)
H (-20.30, -21.57, 0.42)
H (-21.86, -16.66, 2.13)
H (-22.89, -22.02, 2.87)
H (-23.99, -16.53, 3.13)
H (-23.06, -16.66, 0.25)
H (-20.05, -19.28, -0.19)
H (-25.73, -18.85, 0.70)
H (-23.13, -15.51, 3.90)
H (-22.65, -17.27, 7.15)
H (-24.98, -21.12, 1.68)
H (-20.71, -20.10, 4.64)
H (-25.35, -19.26, 7.86)
H (-27.72, -16.55, -0.88)
H (-26.69, -16.42, 3.78)



Record 2
The following is a quantum chemistry calculation of a molecular structure, C26H22F6N3O4PbS6 in a non-equilibrium geometry, from the OMol25 dataset.

Summary:
LUMO level ... -4.97 eV
HOMO-LUMO gap ... 6.44 eV
E ... -126535.67059 eV
Charge ... +1

Atoms and positions in Å:
Pb (0.86, 1.93, -0.47)
S (0.72, -3.27, 1.35)
S (0.95, 4.49, 1.49)
S (2.37, 5.10, -0.97)
S (2.09, -1.94, 0.51)
S (3.12, 0.91, -0.32)
S (-1.35, -0.94, 2.30)
F (4.89, 4.01, -1.19)
F (-1.03, 5.74, 2.51)
F (4.74, 6.18, -0.92)
F (-0.25, 6.81, 0.81)
F (-1.41, 5.00, 0.48)
F (4.43, 4.83, 0.77)
O (2.10, 6.46, -0.77)
O (1.79, 5.12, 2.39)
O (2.17, 4.42, -2.23)
O (0.32, 3.20, 1.89)
N (-1.71, -0.47, -0.27)
N (-0.89, -3.08, -0.81)
N (1.50, 4.15, 0.02)
C (-0.61, -2.55, 0.34)
C (2.63, -5.70, -3.00)
C (1.32, -3.29, -2.67)
C (1.52, -5.66, -2.11)
C (3.16, 0.91, 3.75)
C (-1.22, -1.28, 0.71)
C (0.90, -4.44, -1.96)
C (-0.39, -4.39, -1.21)
C (2.82, -0.38, 4.07)
C (-2.48, 0.77, 0.11)
C (2.36, -0.76, 1.78)
C (2.41, -3.39, -3.50)
C (-1.76, -2.41, -1.77)
C (-4.80, 0.04, -0.61)
C (4.24, 5.01, -0.56)
C (-5.81, 0.55, 1.95)
C (2.34, -1.18, 3.06)
C (-4.44, 0.71, 1.70)
C (-0.51, 5.59, 1.29)
C (-1.53, -0.93, -1.68)
C (3.13, 1.39, 2.42)
C (-3.94, 0.48, 0.42)
C (-6.16, -0.09, -0.35)
C (3.10, -4.58, -3.62)
C (-6.67, 0.14, 0.94)
C (2.80, 0.50, 1.39)
H (-1.18, -4.82, -1.87)
H (3.20, -6.59, -3.11)
H (2.82, -2.54, -4.05)
H (-2.46, 1.44, -0.78)
H (-6.79, -0.41, -1.15)
H (3.49, 1.62, 4.50)
H (-2.84, -2.68, -1.67)
H (3.51, 2.37, 2.16)
H (3.97, -4.60, -4.22)
H (-0.28, -4.99, -0.33)
H (-1.46, -2.73, -2.77)
H (-0.54, -0.68, -1.98)
H (1.21, -6.52, -1.55)
H (-2.26, -0.41, -2.28)
H (0.88, -2.33, -2.55)
H (-4.50, 0.02, -1.64)
H (-6.22, 0.69, 2.92)
H (-3.81, 1.00, 2.54)
H (-7.73, 0.19, 1.15)
H (2.97, -0.78, 5.08)
H (2.08, -2.18, 3.25)
H (-1.91, 1.23, 0.92)



Record 3
The following is a quantum chemistry calculation of a single C4H5NO molecule in a non-equilibrium geometry, from the OMol25 dataset.

Summary:
LUMO level ... 0.63 eV
HOMO-LUMO gap ... 9.61 eV
E ... -7762.82293 eV

Atoms and positions in Å:
O (1.71, 0.93, -0.06)
N (0.49, -0.87, 0.17)
C (-0.26, 0.18, 0.71)
C (0.60, 1.29, 0.65)
C (-1.52, -0.53, -0.11)
C (1.50, -0.36, -0.38)
H (-2.14, 0.28, -0.40)
H (2.13, -0.87, -1.09)
H (-1.26, -1.10, -1.05)
H (0.70, 2.32, 1.02)
H (-1.96, -1.27, 0.55)



Record 4
The following is a quantum chemistry calculation of a gas-phase ion, C5H11N2 (charge +1) in a non-equilibrium geometry, from the OMol25 dataset.

Summary:
LUMO level ... -3.29 eV
HOMO-LUMO gap ... 9.46 eV
E ... -8333.55389 eV
Charge ... +1

Atoms and positions in Å:
N (0.49, 0.58, 1.49)
N (-1.74, 0.04, -1.78)
C (-0.58, -0.05, -1.05)
C (0.01, 1.46, 0.31)
C (-0.02, -1.23, -0.25)
C (0.82, -0.70, -1.37)
C (0.42, -0.93, 1.22)
H (1.36, -1.31, 1.54)
H (1.03, -1.14, -2.32)
H (-0.31, -1.31, 1.91)
H (-1.65, 0.19, -2.81)
H (-0.74, 2.10, 0.64)
H (-2.63, 0.26, -1.46)
H (-0.28, 0.96, 2.16)
H (-0.51, -2.27, -0.26)
H (1.53, 0.01, -1.06)
H (1.40, 0.88, 1.71)
H (0.86, 1.97, -0.16)



Record 5
The following is a quantum chemistry calculation of a gas-phase ion, C7H7N4OS (charge +1) in a non-equilibrium geometry, from the OMol25 dataset.

Summary:
LUMO level ... -3.85 eV
HOMO-LUMO gap ... 9.04 eV
E ... -26205.60774 eV
Charge ... +1

Atoms and positions in Å:
S (4.30, 0.52, -0.79)
O (3.15, -2.51, -0.13)
N (1.50, 0.58, -0.44)
N (-3.78, 0.83, 0.47)
N (2.33, -1.44, -0.22)
N (0.99, -1.62, 0.01)
C (2.67, -0.16, -0.48)
C (0.51, -0.39, -0.13)
C (-1.82, 0.43, -1.09)
C (-0.94, 0.02, 0.04)
C (-3.01, 0.46, 1.53)
C (-1.64, 0.05, 1.33)
C (-3.18, 0.78, -0.73)
H (3.20, -2.69, 0.84)
H (4.14, 1.88, -0.72)
H (-1.44, 0.44, -2.14)
H (-3.83, 1.06, -1.60)
H (-1.06, -0.28, 2.23)
H (1.32, 1.57, -0.56)
H (-3.41, 0.47, 2.57)



Record 6
The following is a quantum chemistry calculation of a molecular structure, C28H18N9S2Sn, from the OMol25 dataset.

Summary:
LUMO level (spin up / spin down) ... -5.02 / -4.91 eV
HOMO-LUMO gap (spin up / spin down) ... 4.64 / 4.75 eV
E ... -70233.44747 eV
Charge ... +1

Atoms and positions in Å:
Sn (-0.48, -0.38, -0.57)
S (1.09, -1.57, -2.17)
S (0.41, 1.18, -3.14)
N (-0.87, 4.56, 1.40)
N (-1.82, -2.38, -0.49)
N (0.96, -3.41, -5.31)
N (-1.81, 5.58, -1.30)
N (0.92, 0.98, 1.17)
N (0.01, 0.63, -6.72)
N (-1.13, 3.62, -2.07)
N (0.29, -1.66, 0.95)
N (0.30, 2.97, 0.21)
C (0.27, -0.07, -5.84)
C (-0.39, 4.12, 2.59)
C (2.33, -1.70, 4.05)
C (-0.14, -5.66, -0.39)
C (1.53, -2.13, 3.01)
C (2.66, -0.37, 4.18)
C (-2.91, -2.66, -1.17)
C (-0.95, -3.38, -0.17)
C (-1.15, -4.70, -0.61)
C (2.12, 0.57, 3.29)
C (-1.18, 4.40, -1.02)
C (1.31, 0.13, 2.22)
C (-1.77, 4.28, -3.06)
C (1.02, -5.27, 0.20)
C (0.37, 2.85, 2.68)
C (2.50, 1.96, 3.52)
C (1.04, -1.25, 2.04)
C (0.70, -0.44, -3.42)
C (0.54, 2.18, 1.35)
C (1.21, -3.95, 0.66)
C (0.22, -3.00, 0.55)
C (-2.35, -4.97, -1.31)
C (-3.24, -3.96, -1.57)
C (0.60, -0.93, -4.75)
C (1.75, 3.03, 3.26)
C (-0.55, 4.02, 0.22)
C (0.80, -2.30, -5.06)
C (-2.20, 5.50, -2.61)
H (-0.60, 4.73, 3.45)
H (2.11, 4.03, 3.45)
H (3.31, -0.03, 4.98)
H (-0.29, -6.68, -0.73)
H (2.18, -3.69, 1.06)
H (-1.46, 5.38, 1.40)
H (-2.73, 6.30, -3.09)
H (2.70, -2.42, 4.77)
H (-0.19, 2.13, 3.31)
H (0.48, 2.56, -0.71)
H (1.83, -5.98, 0.32)
H (-1.95, 6.38, -0.71)
H (1.26, -3.17, 2.97)
H (3.47, 2.12, 3.99)
H (-3.55, -1.82, -1.42)
H (-2.55, -5.98, -1.65)
H (-4.16, -4.14, -2.11)
H (-1.89, 3.86, -4.05)



Record 7
The following is a quantum chemistry calculation of 4 unconnected molecules or ions with the total composition C34H68O16P3S in a non-equilibrium geometry, from the OMol25 dataset.

Summary:
LUMO level ... 0.34 eV
HOMO-LUMO gap ... 2.85 eV
E ... -107821.19051 eV
Charge ... -1

Atoms and positions in Å:
S (-6.10, 2.24, -0.41)
P (4.53, -2.28, 6.07)
P (-0.27, 6.93, -2.23)
P (0.34, -4.29, -6.50)
O (4.67, -2.09, 4.45)
O (1.22, -3.94, -5.33)
O (2.92, -1.89, 6.04)
O (-2.44, -4.26, 2.84)
O (-1.45, 7.08, -1.10)
O (0.26, 8.46, -1.82)
O (-6.91, 1.91, 0.76)
O (-0.40, -4.78, -7.92)
O (5.83, -2.94, 6.43)
O (-0.93, -3.30, -6.19)
O (-0.28, -5.67, -5.83)
O (0.89, 6.22, -1.33)
O (4.86, -0.74, 6.55)
O (-0.82, 5.78, -3.01)
O (-6.18, 3.69, -0.61)
O (-2.96, -3.26, 4.79)
C (0.60, 1.88, 1.26)
C (-0.81, -1.92, -6.53)
C (-2.55, -1.89, 2.71)
C (0.92, -0.10, -0.33)
C (-1.29, 0.77, 0.02)
C (2.11, 5.83, -1.95)
C (-1.68, 9.76, -2.61)
C (0.42, -5.45, -8.90)
C (5.92, -0.48, 7.47)
C (-0.18, 9.55, -2.65)
C (-4.39, 1.68, -0.10)
C (-1.86, -0.18, -0.82)
C (0.09, 0.82, 0.28)
C (4.52, -3.23, 3.60)
C (-0.98, -1.09, -1.44)
C (-2.85, 5.13, -0.72)
C (2.97, 7.03, -2.33)
C (2.13, -2.25, 7.19)
C (-2.75, 6.52, -1.31)
C (0.97, -6.78, -8.39)
C (-1.76, -2.83, 5.49)
C (-3.95, -0.31, 1.35)
C (7.21, -0.15, 6.75)
C (-0.87, -1.71, -8.03)
C (-2.65, -3.24, 3.42)
C (-3.36, -0.30, -1.16)
C (2.57, -1.54, 8.46)
C (3.09, -3.72, 3.54)
C (-4.38, 0.13, -0.07)
C (0.01, -5.88, -3.42)
C (0.41, -1.07, -1.21)
C (0.44, -6.35, -4.80)
C (-2.03, -1.49, 6.25)
C (-3.48, -1.79, 1.46)
H (0.11, -1.51, -6.11)
H (0.17, -7.40, -7.99)
H (-3.56, 0.20, -2.12)
H (-1.92, 1.50, 0.53)
H (6.05, -1.32, 8.16)
H (2.50, 7.62, -3.12)
H (1.11, -1.76, -1.68)
H (-0.98, -6.28, -3.17)
H (2.98, -4.50, 2.79)
H (-6.65, 1.57, -1.48)
H (-3.47, 7.17, -0.82)
H (0.24, -7.42, -4.91)
H (-2.90, 5.18, 0.37)
H (0.45, 1.45, 2.27)
H (8.06, -0.19, 7.44)
H (-1.96, 10.67, -3.14)
H (0.72, -6.22, -2.66)
H (2.17, -3.34, 7.33)
H (5.61, 0.37, 8.08)
H (-3.54, -1.38, -1.36)
H (1.89, 5.22, -2.83)
H (-3.20, 0.38, 1.83)
H (-1.93, -1.63, 7.34)
H (1.70, -6.62, -7.59)
H (-1.98, 4.51, -0.96)
H (-4.37, -2.40, 1.65)
H (2.64, 5.21, -1.24)
H (-3.07, -1.19, 6.06)
H (-0.01, 2.79, 1.23)
H (-1.75, -2.19, -8.46)
H (-2.74, -1.06, 3.42)
H (-3.75, 4.62, -1.08)
H (-3.00, 6.52, -2.37)
H (-0.91, -0.64, -8.27)
H (0.32, 10.45, -2.29)
H (-1.37, -0.68, 5.92)
H (3.95, 6.70, -2.68)
H (0.15, 9.38, -3.68)
H (-4.85, -0.22, 1.99)
H (2.63, -0.46, 8.29)
H (1.47, -7.31, -9.20)
H (4.85, -2.92, 2.61)
H (-3.79, 2.02, -0.97)
H (1.24, -4.79, -9.20)
H (1.09, -1.99, 6.97)
H (1.68, 2.05, 1.15)
H (5.19, -4.02, 3.94)
H (-0.21, -5.63, -9.77)
H (-2.04, 9.82, -1.58)
H (0.01, -2.13, -8.53)
H (1.87, -1.74, 9.27)
H (-2.91, -2.15, 0.60)
H (7.41, -0.84, 5.93)
H (-0.07, -4.80, -3.36)
H (-4.07, 2.15, 0.85)
H (3.56, -1.88, 8.77)
H (1.99, -0.05, -0.09)
H (-1.36, -1.84, -2.13)
H (2.41, -2.90, 3.29)
H (-1.49, -1.76, 2.40)
H (-1.47, -3.63, 6.19)
H (-2.21, 8.92, -3.08)
H (-0.94, -2.71, 4.75)
H (3.11, 7.69, -1.47)
H (7.16, 0.85, 6.32)
H (2.77, -4.12, 4.50)
H (1.52, -6.22, -4.94)
H (-1.65, -1.40, -6.06)



Record 8
The following is a quantum chemistry calculation of a single C4H5N3O molecule in a non-equilibrium geometry, from the OMol25 dataset.

Summary:
LUMO level ... 0.73 eV
HOMO-LUMO gap ... 9.88 eV
E ... -10741.87283 eV

Atoms and positions in Å:
O (2.62, -1.29, -1.72)
N (1.46, -0.37, -1.67)
N (-0.29, -0.06, -0.20)
N (-0.52, 1.30, -0.29)
C (-0.83, -0.39, 0.96)
C (-1.64, 0.57, 1.48)
C (-1.26, 1.83, 0.70)
C (0.78, -0.72, -0.67)
H (-2.41, 0.41, 2.14)
H (1.03, -1.68, -0.33)
H (-0.49, -1.46, 1.23)
H (-1.79, 2.67, 0.69)
H (3.35, -0.82, -2.33)



Record 9
The following is a quantum chemistry calculation of a molecular structure, C10H17Cl2NO4Sn in a non-equilibrium geometry, from the OMol25 dataset.

Summary:
LUMO level (spin up / spin down) ... 3.82 / 3.98 eV
HOMO-LUMO gap (spin up / spin down) ... 4.39 / 4.52 eV
E ... -51199.14729 eV
Charge ... -2

Atoms and positions in Å:
Sn (-0.98, -2.06, 0.20)
Cl (0.85, -3.07, 1.41)
Cl (-1.83, -3.68, -1.25)
O (-0.14, -2.35, 4.82)
O (-2.60, -1.61, 1.32)
O (-0.40, -0.73, 3.34)
O (-3.56, -1.56, -2.68)
N (-0.59, -1.86, 3.81)
C (1.75, 0.34, -0.44)
C (-1.76, 0.72, -1.69)
C (1.16, 1.10, 0.61)
C (1.01, -0.50, -2.77)
C (-1.14, 2.18, 1.03)
C (0.76, 0.09, -1.43)
C (1.86, 1.61, 1.81)
C (-0.21, 1.32, 0.28)
C (-0.47, 0.68, -0.98)
C (3.20, 0.00, -0.52)
H (-1.97, -0.12, -2.37)
H (-2.61, 0.82, -1.00)
H (-2.29, -1.00, 2.02)
H (3.36, -0.90, -1.13)
H (-2.19, 1.94, 0.79)
H (2.57, 2.42, 1.60)
H (-0.99, 2.07, 2.12)
H (3.82, 0.80, -0.96)
H (1.58, -1.44, -2.73)
H (0.06, -0.67, -3.30)
H (3.60, -0.18, 0.49)
H (2.41, 0.79, 2.29)
H (1.13, 1.98, 2.54)
H (-1.77, 1.63, -2.32)
H (1.59, 0.20, -3.40)
H (-4.21, -2.22, -2.31)
H (-1.00, 3.24, 0.79)



Record 10
The following is a quantum chemistry calculation of a single C5H6ClNO molecule in a non-equilibrium geometry, from the OMol25 dataset.

Summary:
LUMO level ... 0.41 eV
HOMO-LUMO gap ... 11.02 eV
E ... -21338.52319 eV

Atoms and positions in Å:
Cl (-1.18, -1.13, 0.77)
O (1.46, -1.15, -0.27)
N (-1.62, 2.18, -0.05)
C (-1.28, 1.08, -0.56)
C (1.66, 0.32, -0.32)
C (-0.83, -0.35, -0.82)
C (1.78, 1.06, 1.08)
C (0.69, -0.42, -1.08)
H (0.80, -0.45, -2.10)
H (2.96, 1.11, 1.35)
H (2.63, 0.61, -0.82)
H (1.37, 2.02, 0.71)
H (-1.52, -0.87, -1.53)
H (1.22, 0.63, 1.97)



Record 11
The following is a quantum chemistry calculation of a single C2H5N3S3 molecule in a non-equilibrium geometry, from the OMol25 dataset.

Summary:
LUMO level ... 0.57 eV
HOMO-LUMO gap ... 8.91 eV
E ... -39128.81975 eV

Atoms and positions in Å:
S (-0.51, 0.03, -1.32)
S (2.29, -0.53, 0.48)
S (0.12, 3.33, 1.15)
N (-0.46, 2.16, -0.03)
N (1.01, 0.53, 0.87)
N (-0.53, -1.50, -0.59)
C (-1.10, -2.52, -1.19)
C (0.06, 0.99, -0.01)
H (1.71, -1.69, 0.79)
H (-1.67, -2.43, -2.10)
H (-0.92, 4.11, 0.84)
H (-1.07, -3.48, -0.65)
H (1.07, 1.00, 1.76)



Record 12
The following is a quantum chemistry calculation of 3 unconnected molecules or ions with the total composition C4H16NO2 in a non-equilibrium geometry, from the OMol25 dataset.

Summary:
LUMO level ... -3.05 eV
HOMO-LUMO gap ... 12.15 eV
E ... -9986.66231 eV
Charge ... +1

Atoms and positions in Å:
O (0.35, 1.45, -2.44)
O (4.15, -0.49, 0.00)
N (0.62, -0.61, -0.23)
C (-0.61, -0.72, 0.69)
C (-2.66, 0.33, -0.53)
C (-0.16, -0.83, 2.13)
C (-1.47, 0.51, 0.43)
H (0.68, -1.52, 2.22)
H (1.49, -0.97, 0.17)
H (-1.01, -1.24, 2.68)
H (0.79, 0.38, -0.43)
H (-1.16, -1.58, 0.34)
H (0.42, -0.97, -1.16)
H (1.12, 1.86, -2.86)
H (-0.88, 1.41, 0.23)
H (-2.35, -0.06, -1.51)
H (-0.03, 2.22, -2.01)
H (-3.36, -0.37, -0.11)
H (-1.98, 0.76, 1.37)
H (5.00, -0.04, 0.02)
H (4.14, -0.94, -0.85)
H (-3.15, 1.29, -0.73)
H (0.07, 0.15, 2.56)



> The highest E belongs to which entry?

C4H5NO